No. 1
Entry from OMol25: 2 unconnected molecules or ions with the total composition C4H10FNO in a non-equilibrium geometry (ωB97M-V/def2-TZVPD).

* orbital gap (spin up / spin down): 7.45 / 7.39 eV
* E_LUMO (spin up / spin down): 0.763 / 0.779 eV
* multiplicity: 1
* energy relative to the best compared isomer or geometry (same formula, charge and spin): 390.8 kJ/mol

Geometry as XYZ:
```
17
Properties=species:S:1:pos:R:3:mulliken_charge:R:1
C 1.657 0.849 0.800 -1.091
C -1.656 -1.329 -0.770 -1.187
C 1.284 -0.348 -0.036 0.074
C -1.203 0.032 -0.351 0.608
N -1.625 0.777 0.874 -0.680
O 1.913 -0.474 -1.167 -0.458
F -1.386 0.896 -1.339 -0.313
H 1.113 1.254 1.682 0.315
H 1.759 1.720 0.101 0.306
H 2.707 0.602 1.221 0.271
H -2.746 -1.218 -0.979 0.378
H -1.032 -1.616 -1.648 0.255
H -1.714 -2.176 -0.084 0.332
H 0.949 -1.275 0.572 0.304
H -1.118 1.694 0.897 0.271
H -1.106 0.248 1.670 0.299
H 2.204 0.365 -1.443 0.315
```

---

No. 2
Entry from OMol25: 19 unconnected molecules or ions with the total composition C74H188N19O31 in a non-equilibrium geometry (ωB97M-V/def2-TZVPD).

* orbital gap: 8.03 eV
* charge: +7
* E_LUMO: -10.457 eV
* multiplicity: 1

Geometry as XYZ:
```
312
Properties=species:S:1:pos:R:3:mulliken_charge:R:1
C -5.246 -5.046 -5.748 -1.431
C -5.024 -4.122 -4.609 -0.013
N -6.259 -3.712 -3.889 0.525
C -5.845 -2.730 -2.857 -1.175
C -7.257 -2.964 -4.840 -0.306
C -8.363 -2.092 -4.206 -1.419
C -6.903 -4.895 -3.251 -0.948
C -6.154 -5.671 -2.205 -0.088
O -6.323 -5.080 -0.957 -0.368
C -5.753 -5.941 0.029 -0.565
H -5.317 -6.104 -5.479 0.373
H -4.327 -4.950 -6.340 0.430
H -6.065 -4.691 -6.391 0.283
H -4.442 -3.207 -4.912 0.529
H -4.333 -4.697 -3.927 -0.036
H -5.001 -3.194 -2.278 0.404
H -6.716 -2.627 -2.186 0.419
H -5.580 -1.770 -3.298 0.367
H -7.774 -3.713 -5.463 0.342
H -6.591 -2.221 -5.362 0.316
H -8.036 -1.315 -3.520 0.352
H -9.192 -2.723 -3.776 0.351
H -8.759 -1.540 -5.001 0.492
H -7.255 -5.547 -4.095 0.496
H -7.836 -4.508 -2.799 0.431
H -5.130 -5.895 -2.410 -0.069
H -6.647 -6.638 -2.155 0.705
H -6.446 -6.828 0.099 0.343
H -5.824 -5.476 1.043 0.285
H -4.756 -6.286 -0.219 0.136
C 3.535 -8.027 5.659 -1.583
C 3.116 -8.206 4.233 0.228
N 4.258 -8.445 3.305 0.624
C 5.486 -7.671 3.648 -1.031
C 4.714 -9.903 3.422 -0.309
C 5.891 -10.408 2.561 -1.244
C 3.879 -8.186 1.921 -1.321
C 3.050 -6.976 1.653 -0.033
O 1.717 -7.371 1.660 -0.475
C 0.966 -6.292 1.093 -0.552
H 4.260 -8.703 6.087 0.429
H 2.643 -8.028 6.270 0.402
H 3.864 -7.001 5.888 0.357
H 2.731 -7.279 3.898 0.137
H 2.457 -9.057 4.196 0.207
H 6.318 -8.024 3.082 0.439
H 5.665 -7.805 4.732 0.431
H 5.264 -6.591 3.478 0.238
H 3.867 -10.523 3.137 0.503
H 4.946 -10.045 4.488 0.305
H 6.888 -10.088 2.892 0.364
H 5.795 -10.102 1.525 0.324
H 5.747 -11.489 2.567 0.430
H 3.297 -9.074 1.650 0.453
H 4.750 -8.162 1.295 0.494
H 3.337 -6.663 0.650 0.254
H 3.146 -6.082 2.280 0.108
H -0.009 -6.752 0.978 0.369
H 1.472 -6.013 0.161 0.159
H 0.897 -5.508 1.818 0.266
C 1.835 8.952 -5.084 -1.203
C 0.639 8.159 -5.640 -0.491
N -0.677 8.249 -4.865 0.584
C -1.493 7.077 -5.428 -0.868
C -0.442 8.034 -3.403 -0.563
C -1.691 8.080 -2.558 -1.371
C -1.303 9.602 -5.127 -0.671
C -1.680 10.017 -6.651 -0.807
O -2.786 9.244 -7.054 -0.183
C -3.294 9.577 -8.270 -0.785
H 2.662 8.853 -5.782 0.420
H 2.220 8.520 -4.142 0.240
H 1.564 9.958 -4.916 0.354
H 0.856 7.089 -5.611 0.486
H 0.399 8.446 -6.675 0.410
H -1.558 7.101 -6.523 0.352
H -2.450 7.078 -4.860 0.245
H -0.955 6.167 -5.080 0.412
H 0.231 8.713 -2.875 0.335
H 0.099 7.106 -3.279 0.563
H -2.311 8.950 -2.708 0.337
H -1.364 8.030 -1.523 0.467
H -2.384 7.211 -2.699 0.278
H -0.605 10.351 -4.680 0.403
H -2.311 9.666 -4.668 0.296
H -0.787 9.902 -7.263 0.425
H -1.925 11.101 -6.579 0.457
H -2.432 9.669 -8.996 0.340
H -3.914 10.529 -8.198 0.294
H -3.886 8.763 -8.696 0.231
C -8.559 9.682 -5.186 -1.356
C -8.225 8.828 -3.955 -0.381
N -8.401 7.314 -4.160 0.014
C -9.820 7.065 -4.552 -1.054
C -7.407 6.713 -5.119 -0.276
C -7.574 5.234 -5.354 -1.073
C -8.229 6.638 -2.800 -0.647
C -6.959 6.801 -2.007 -0.800
O -5.944 6.051 -2.669 -0.203
C -5.660 4.768 -2.065 -0.883
H -8.536 10.718 -4.885 0.447
H -9.517 9.584 -5.661 0.347
H -7.833 9.624 -6.024 0.326
H -8.785 9.269 -3.118 0.454
H -7.196 9.031 -3.690 0.270
H -10.072 6.009 -4.375 0.513
H -9.978 7.295 -5.606 0.391
H -10.505 7.664 -3.952 0.384
H -6.416 6.928 -4.666 0.348
H -7.574 7.151 -6.103 0.585
H -6.883 4.524 -4.833 0.195
H -7.511 5.054 -6.460 0.364
H -8.547 4.873 -5.059 0.296
H -8.441 5.560 -2.909 0.353
H -9.077 7.039 -2.229 0.543
H -7.136 6.366 -1.046 0.495
H -6.716 7.836 -1.909 0.402
H -6.632 4.214 -1.953 0.325
H -5.305 4.901 -1.043 0.357
H -4.987 4.200 -2.728 0.260
C -0.505 1.288 -0.453 -1.708
C 0.500 0.398 0.202 0.850
N 0.749 -0.991 -0.490 2.499
C 1.498 -0.776 -1.795 -1.115
C 1.604 -1.888 0.314 1.690
C 1.201 -2.014 1.804 -0.792
C -0.555 -1.656 -0.871 -0.614
C -0.568 -3.128 -1.240 -0.641
O 0.275 -3.473 -2.298 -0.357
C 0.068 -4.770 -2.812 -0.386
H -0.656 2.212 0.174 0.064
H -1.522 0.947 -0.600 0.312
H -0.217 1.652 -1.422 0.492
H 0.038 0.165 1.159 -0.304
H 1.490 0.815 0.197 -0.171
H 2.417 -0.252 -1.508 0.241
H 0.831 -0.182 -2.452 0.339
H 1.719 -1.803 -2.117 0.273
H 2.659 -1.592 0.282 -0.105
H 1.603 -2.936 -0.047 -0.976
H 0.225 -2.442 1.784 0.120
H 1.229 -1.045 2.252 -0.864
H 1.914 -2.679 2.268 0.571
H -0.965 -1.147 -1.769 0.552
H -1.177 -1.453 0.037 -0.136
H -1.617 -3.262 -1.520 0.452
H -0.385 -3.742 -0.347 0.015
H 1.042 -5.166 -3.155 -0.097
H -0.669 -4.831 -3.624 0.567
H -0.262 -5.554 -2.141 0.079
C -4.851 1.989 5.812 -1.392
C -3.468 1.510 5.419 -0.221
N -2.413 2.577 5.389 1.543
C -1.137 1.941 4.794 -0.414
C -2.774 3.823 4.652 -0.527
C -3.184 3.700 3.183 -1.486
C -2.062 2.881 6.861 -0.624
C -1.397 4.250 7.199 -1.209
O -0.229 4.377 6.478 0.232
C 0.312 5.697 6.639 -0.974
H -5.215 2.781 5.113 0.261
H -4.932 2.299 6.819 0.371
H -5.526 1.108 5.647 0.434
H -3.541 0.971 4.459 0.256
H -3.080 0.790 6.187 0.370
H -1.238 2.019 3.748 -0.249
H -1.244 0.879 5.066 0.423
H -0.308 2.612 5.135 -0.029
H -1.921 4.458 4.666 0.192
H -3.584 4.327 5.210 0.743
H -2.550 3.090 2.575 0.103
H -3.117 4.725 2.873 0.522
H -4.224 3.353 3.066 0.267
H -1.428 2.009 7.130 0.280
H -2.962 2.987 7.499 0.344
H -1.185 4.194 8.243 0.443
H -2.173 4.960 6.994 0.547
H 0.891 5.749 7.589 0.255
H -0.522 6.377 6.738 0.515
H 0.942 5.990 5.787 0.147
C 2.686 0.814 4.120 -0.389
C 3.726 1.901 4.379 0.065
N 3.935 2.384 5.760 1.670
C 4.582 1.241 6.496 -1.069
C 4.822 3.546 5.728 -0.395
C 6.167 3.369 5.122 -1.299
C 2.616 2.753 6.322 0.194
C 2.544 2.976 7.816 -1.086
O 3.546 3.860 8.228 -0.385
C 3.483 4.267 9.595 -0.845
H 2.641 -0.051 4.792 0.516
H 2.881 0.396 3.140 -0.393
H 1.617 1.121 4.057 -0.376
H 3.528 2.794 3.765 0.235
H 4.697 1.491 4.016 -0.288
H 5.300 0.776 5.836 0.182
H 3.778 0.649 6.868 0.505
H 5.067 1.663 7.390 0.300
H 4.826 3.947 6.725 0.524
H 4.263 4.256 5.092 0.273
H 6.172 3.139 4.051 0.224
H 6.797 2.682 5.719 0.296
H 6.621 4.359 5.243 0.521
H 2.043 1.861 6.171 0.026
H 2.269 3.645 5.807 0.019
H 2.608 2.065 8.428 0.536
H 1.545 3.486 8.032 0.372
H 4.435 4.669 9.912 0.301
H 3.218 3.397 10.190 0.376
H 2.687 4.966 9.785 0.278
C 0.491 -10.383 -3.756 -0.991
C 1.517 -9.228 -3.976 0.548
O 1.381 -8.233 -4.750 -0.632
N 2.532 -9.170 -3.073 -0.155
H -1.642 -7.955 -3.817 0.242
H 2.835 -10.038 -2.661 0.272
C 3.199 -7.936 -2.856 -0.497
H 0.449 -10.959 -4.680 0.359
H -0.507 -9.996 -3.616 0.134
H 0.682 -11.123 -2.919 0.354
H 3.398 -7.527 -3.858 0.048
H 4.171 -8.191 -2.454 0.450
H 2.519 -7.311 -2.310 0.062
C 0.093 -6.712 -7.513 -0.904
C 1.240 -5.880 -7.814 0.817
O 1.475 -5.087 -8.652 -0.378
N 2.591 -6.350 -6.924 0.065
H 2.340 -7.066 -6.217 0.101
H 3.097 -6.883 -7.616 0.432
C 3.390 -5.257 -6.376 -0.877
H 0.218 -7.753 -7.897 0.358
H -0.780 -6.233 -8.009 0.376
H -0.074 -6.957 -6.452 0.090
H 3.006 -4.994 -5.397 0.182
H 3.301 -4.532 -7.227 0.521
H 4.467 -5.536 -6.422 0.293
C 4.850 0.890 -3.595 -0.838
C 5.203 -0.276 -4.441 0.705
O 5.303 -1.421 -4.018 -0.735
N 5.335 0.015 -5.747 -0.160
H 5.214 0.974 -6.010 0.260
H 4.620 -2.958 -3.021 0.403
C 5.810 -0.865 -6.786 -0.929
H 4.631 0.530 -2.564 -0.121
H 4.020 1.529 -3.944 0.393
H 5.699 1.558 -3.537 0.455
H 6.642 -1.411 -6.304 0.311
H 6.304 -0.165 -7.487 0.360
H 5.148 -1.434 -7.398 0.268
C 8.789 -1.334 3.461 -1.245
C 7.677 -0.367 3.267 0.574
O 7.514 0.649 3.864 -0.340
N 6.590 -0.732 2.255 0.380
H 6.091 0.194 2.087 -0.010
H 6.960 -1.166 1.440 0.429
C 5.631 -1.644 2.937 -0.817
H 9.284 -1.438 2.494 0.378
H 8.493 -2.281 3.896 0.332
H 9.564 -0.863 4.056 0.419
H 4.800 -0.998 3.193 -0.194
H 6.072 -2.098 3.781 0.673
H 5.379 -2.404 2.236 0.447
C 4.576 7.551 -0.624 -1.122
C 3.099 7.367 -0.256 0.646
O 2.269 7.206 -1.069 -0.538
N 2.750 7.465 1.092 -0.123
H 1.757 7.640 1.225 0.247
H 2.461 5.092 1.809 0.245
C 3.642 7.936 2.162 -0.997
H 5.162 6.622 -0.384 0.257
H 4.887 8.437 -0.105 0.443
H 4.638 7.648 -1.733 0.264
H 4.145 7.191 2.710 0.301
H 3.035 8.446 2.888 0.359
H 4.411 8.610 1.814 0.319
C -1.415 -4.513 4.864 -0.623
C -0.218 -5.442 5.092 0.637
O 0.268 -6.177 4.278 -0.525
N 0.458 -5.303 6.285 -0.368
H 1.245 -5.970 6.379 0.164
H 1.544 -4.008 5.884 0.579
C -0.120 -4.840 7.587 -0.938
H -1.182 -3.747 4.124 -0.134
H -1.690 -3.981 5.784 0.244
H -2.303 -5.024 4.549 0.419
H -0.737 -3.953 7.393 0.303
H 0.683 -4.702 8.357 0.318
H -0.820 -5.648 7.950 0.351
N 3.395 -3.557 5.140 0.956
O 4.006 -2.559 4.795 -0.565
O 2.091 -3.258 5.604 -0.361
O 3.764 -4.662 5.227 -0.545
N 0.955 3.958 2.102 0.878
O 0.415 3.296 2.916 -0.462
O 2.005 4.632 2.614 -0.139
O 0.610 4.052 0.964 -0.650
N -2.302 -1.068 2.401 1.014
O -2.313 -0.060 1.651 -0.642
O -2.382 -2.247 1.888 -0.600
O -2.226 -0.965 3.656 -0.616
N -2.310 -7.356 -2.162 0.968
O -1.586 -8.147 -1.599 -0.486
O -2.188 -7.246 -3.606 -0.353
O -3.245 -6.685 -1.708 -0.580
N 3.695 -3.904 -1.704 0.705
O 3.865 -3.572 -2.983 -0.101
O 2.751 -4.604 -1.518 -0.183
O 4.484 -3.434 -0.836 -0.604
N 4.333 1.050 0.888 1.013
O 5.220 1.455 1.768 -0.757
O 4.386 -0.097 0.375 -0.575
O 3.449 1.870 0.550 -0.684
```

---

Q: Look up the multiplicity of the second one.
A: 1

---

Q: Which formula does entry 1 have?
A: C4H10FNO